No. 1
168
Properties=species:S:1:pos:R:3:forces:R:3:lowdin_charge:R:1 method="wB97M-V/def2-TZVPD" gap_ev=9.81 total_charge=0 homo_energy_ev=-9.43 mol_weight_g_mol=1125.196 fmax_ev_per_a=3.37
C -0.0245 0.6508 -1.3114 1.522 1.124 -0.291 -0.027
C 1.2956 -0.0943 -1.2303 0.604 0.154 -0.319 -0.446
C 2.0724 -0.1020 -2.5843 -0.501 0.482 0.350 -0.296
F 3.1160 -0.9419 -2.5862 0.299 -0.549 0.540 0.094
F 1.2119 -0.5588 -3.5239 -0.328 0.039 -0.436 0.082
F 2.1087 0.4256 -0.2787 0.278 0.539 0.180 0.110
F 1.1087 -1.3611 -0.8590 -0.343 -1.263 0.153 0.121
O -0.6754 0.6608 -0.0383 0.836 0.570 -0.626 0.057
C -1.7941 -0.0432 0.0855 -0.227 -0.877 -0.584 -0.564
C -2.2670 0.0739 1.5257 -0.441 -0.465 -0.864 -0.282
F -2.6065 1.3679 1.6433 -0.151 0.273 0.804 0.101
F -3.3726 -0.7012 1.6968 -0.075 0.123 -0.022 0.088
F -2.7782 0.3901 -0.7345 0.018 -0.064 -0.201 0.151
F -1.5455 -1.3426 -0.2752 -0.523 -0.102 0.270 0.118
H -0.5107 0.2557 -2.1887 -1.073 -0.327 0.244 0.143
H 0.2388 1.6890 -1.5866 -0.314 -0.367 0.342 0.128
H 2.4676 0.8703 -2.8467 -0.214 0.397 -0.115 0.136
H -1.5254 -0.2671 2.2220 0.493 0.201 0.627 0.129
C -6.1415 -4.8694 -0.5084 -0.178 -0.394 -0.179 -0.030
C -5.7336 -3.5057 -0.9723 -0.964 0.199 -0.812 -0.460
C -4.2681 -3.3213 -1.2787 0.397 1.120 0.093 -0.288
F -3.8205 -4.3667 -2.0090 0.072 -0.022 0.141 0.101
F -4.1702 -2.1937 -2.0516 0.356 -0.521 0.530 0.082
F -6.3754 -3.2503 -2.1545 -0.364 -0.187 0.415 0.113
F -6.1539 -2.5982 -0.0507 0.348 0.059 -0.318 0.132
O -5.4061 -5.0484 0.7047 -0.756 1.256 -0.328 0.041
C -5.4674 -6.2170 1.3208 0.437 -0.797 0.937 -0.571
C -4.6420 -6.0342 2.6285 -0.630 -0.495 0.313 -0.259
F -5.5062 -5.6198 3.5914 0.260 0.252 -0.107 0.085
F -4.1544 -7.2282 3.0375 0.161 0.248 -0.217 0.095
F -6.7242 -6.6312 1.6332 0.267 0.234 -0.382 0.147
F -4.9286 -7.1784 0.5403 0.030 -0.401 -0.014 0.146
H -5.8198 -5.6250 -1.2295 -0.234 0.112 -0.016 0.151
H -7.2467 -4.8498 -0.4003 0.699 -0.239 0.295 0.168
H -3.6982 -3.1910 -0.3517 0.229 -0.061 -0.333 0.168
H -3.8486 -5.2883 2.5069 -0.033 -0.274 0.005 0.169
C 1.1505 1.8952 2.8110 0.137 1.063 0.229 -0.033
C 0.7297 2.0853 4.2774 0.010 -1.662 0.655 -0.426
C -0.7593 2.3214 4.4601 0.062 0.626 -0.473 -0.066
O 1.0896 0.8889 5.0473 0.212 1.273 -0.164 -0.075
H 2.1754 1.5569 2.6303 -0.154 -0.216 0.533 0.082
H 1.0811 2.8241 2.2360 -0.216 0.140 0.167 0.071
H 0.4553 1.2191 2.3479 -0.221 -0.550 -0.269 0.049
H 1.1938 2.8678 4.8485 0.835 0.544 -0.365 0.124
H -0.9586 2.6655 5.4869 -0.129 -0.330 -0.391 0.087
H -1.3321 1.4495 4.1827 -0.197 -0.579 0.276 0.057
H -1.1097 3.0694 3.7488 0.007 0.390 0.120 0.076
H 0.5619 0.1872 4.6724 -0.292 -0.743 -0.395 0.014
C -3.6555 -1.2937 5.6151 1.114 -1.107 2.033 -0.020
C -2.7027 -2.3414 6.3911 0.165 0.944 -1.694 -0.396
C -2.7093 -3.7143 5.7168 -0.452 0.810 0.157 -0.051
O -1.2990 -1.9553 6.3281 -0.490 0.588 0.103 -0.094
H -4.6632 -1.6594 5.8149 -0.140 -0.008 -0.676 0.077
H -3.3766 -1.1565 4.5748 -0.198 -0.296 -0.123 0.062
H -3.6201 -0.3272 6.1245 0.223 0.044 -0.053 0.065
H -3.0059 -2.3731 7.4353 -0.061 -0.136 0.103 0.128
H -1.9124 -4.3484 6.0741 0.228 -0.117 0.269 0.082
H -2.5787 -3.5665 4.6465 -0.037 -0.046 -0.105 0.059
H -3.6594 -4.1932 5.8932 -0.337 -0.305 -0.049 0.076
H -1.2083 -1.0356 6.6271 -0.018 -0.294 0.002 0.105
C 5.2935 0.6183 -5.4198 -0.686 0.981 -0.391 -0.036
C 5.1195 2.0031 -4.7425 1.352 0.112 0.157 -0.464
C 4.3619 3.0040 -5.6164 -0.239 -0.156 0.427 -0.051
O 4.4474 1.8974 -3.4846 0.390 -0.390 0.964 -0.108
H 5.9712 -0.0890 -4.9663 0.281 0.150 0.561 0.072
H 5.6182 0.7523 -6.4562 -0.015 0.048 0.075 0.079
H 4.3108 0.1656 -5.4426 -0.315 -0.286 -0.105 0.072
H 6.1336 2.4253 -4.5682 -0.408 -0.183 0.054 0.135
H 4.9597 3.2321 -6.5034 -0.360 -0.165 -0.046 0.085
H 4.1106 3.9596 -5.1265 0.518 -0.368 0.178 0.080
H 3.3870 2.5763 -5.8459 -0.036 -0.121 -0.534 0.072
H 5.0584 1.5145 -2.7869 -0.504 0.553 -1.164 0.086
C -1.5174 2.4919 -5.1894 0.715 -0.280 -0.739 -0.031
C -0.1000 2.9158 -4.8108 -0.277 -0.060 -0.497 -0.491
C 0.3057 4.2009 -5.4904 0.259 0.195 0.510 -0.040
O -0.0470 3.0925 -3.4132 0.002 0.015 0.630 -0.101
H -1.5181 2.3103 -6.2770 -0.202 0.097 0.324 0.089
H -2.2730 3.2423 -4.9500 0.217 0.077 0.073 0.081
H -1.7664 1.5537 -4.7124 -0.164 -0.228 0.224 0.072
H 0.6457 2.1572 -5.0464 -0.174 -0.505 -0.366 0.128
H -0.3920 4.9476 -5.1215 -0.034 0.419 -0.347 0.087
H 0.3534 4.1520 -6.5720 -0.319 -0.066 -0.191 0.084
H 1.3070 4.4688 -5.1513 0.091 0.151 0.057 0.071
H 0.8720 3.3126 -3.1639 -0.103 0.048 0.273 0.056
C 0.9324 -4.4337 -3.8775 -0.892 1.784 -0.752 -0.057
C -0.5124 -4.6176 -4.3459 -0.070 0.084 -0.778 -0.483
C -1.2457 -3.2688 -4.5544 0.219 -1.044 0.230 -0.053
O -0.5941 -5.4208 -5.5416 0.649 0.720 -0.350 -0.073
H 1.4745 -5.3429 -3.7656 0.314 -0.757 0.037 0.060
H 0.8748 -3.8937 -2.9216 0.377 -0.060 -0.191 0.074
H 1.4178 -3.7714 -4.6433 -0.024 -0.532 0.791 0.095
H -1.0628 -5.1889 -3.6000 -0.106 -0.075 0.015 0.129
H -2.2325 -3.4815 -4.9641 -0.074 0.035 0.119 0.077
H -0.7439 -2.5892 -5.2573 0.155 -0.132 0.393 0.080
H -1.3543 -2.8562 -3.5532 -0.072 0.599 -0.133 0.065
H -0.1290 -4.9201 -6.2508 -0.475 -0.558 0.685 0.099
C -3.3487 5.2309 4.8687 -1.435 0.669 -1.367 -0.056
C -4.6801 4.4275 4.8626 1.250 0.544 -0.142 -0.503
C -4.4695 2.9762 4.4462 0.171 -0.669 -0.242 -0.059
O -5.2658 4.5731 6.1237 -1.098 -0.038 0.582 -0.047
H -2.6718 4.9206 5.6448 0.321 -0.427 0.236 0.061
H -3.6228 6.2893 5.0601 0.344 -0.521 -0.153 0.083
H -2.8995 5.1498 3.8603 0.141 0.128 0.593 0.077
H -5.4209 4.9369 4.2357 0.376 -0.265 -0.386 0.140
H -3.6576 2.4718 5.0220 -0.363 0.548 -0.268 0.069
H -4.2192 2.8534 3.3638 -0.173 0.269 0.810 0.082
H -5.3760 2.3992 4.6510 -0.020 0.085 -0.148 0.076
H -4.7290 4.1633 6.7903 0.494 -0.345 0.464 0.078
C -2.5248 3.9069 -0.5362 -0.427 -0.643 0.238 -0.056
C -3.0723 4.2008 -1.9342 1.157 1.280 0.557 -0.499
C -4.1714 5.2467 -1.8999 -0.289 -0.062 -0.152 -0.062
O -2.0815 4.8405 -2.7186 1.334 -0.756 -0.552 -0.099
H -3.2971 3.2893 -0.0320 0.567 0.227 0.047 0.077
H -2.3619 4.8194 0.0666 0.044 -0.337 -0.422 0.089
H -1.5859 3.3125 -0.6070 -0.590 0.369 0.150 0.064
H -3.2989 3.2332 -2.4005 -0.677 0.205 -0.007 0.137
H -5.0204 4.8519 -1.3610 -0.413 0.202 0.313 0.071
H -4.4770 5.4524 -2.9180 -0.217 -0.054 -0.284 0.070
H -3.8474 6.2423 -1.5033 0.024 -1.111 0.045 0.100
H -1.3559 4.1794 -2.8815 -0.553 0.794 0.114 0.045
C 3.9545 -5.0675 -1.2834 1.368 -0.493 -0.990 -0.042
C 4.2704 -3.8171 -0.5079 -1.139 -0.230 -1.828 -0.600
C 3.2705 -3.5940 0.5340 -1.558 -0.125 1.167 -0.067
O 5.5212 -3.8584 0.0101 3.221 0.385 0.917 -0.028
H 4.4945 -5.1165 -2.2647 -0.676 0.257 0.638 0.099
H 2.8887 -5.1843 -1.4031 -0.230 -0.350 -0.175 0.066
H 4.4293 -5.8746 -0.7146 -0.630 -0.322 0.069 0.083
H 4.2791 -2.9697 -1.1840 -0.025 0.327 -0.203 0.127
H 2.2775 -3.2932 0.1358 0.620 -0.249 0.351 0.085
H 3.6694 -2.8471 1.1907 -0.138 0.769 0.462 0.075
H 3.1861 -4.5052 1.1497 -0.276 0.104 -0.160 0.095
H 5.7145 -4.5828 0.6193 -0.555 -0.017 -0.213 0.107
C 7.4555 1.1899 0.4844 0.435 0.001 -0.382 -0.053
C 6.9420 0.4421 -0.7393 0.885 -1.158 1.177 -0.509
C 5.6118 -0.1667 -0.4058 -0.611 -0.148 -0.759 -0.047
O 6.7430 1.2957 -1.8306 0.306 1.491 -0.712 -0.063
H 7.6289 0.4812 1.2978 -0.123 0.170 0.009 0.090
H 6.7163 1.9407 0.7734 0.078 -0.037 0.157 0.082
H 8.4123 1.6843 0.2728 -0.101 -0.006 0.065 0.082
H 7.6832 -0.3528 -1.0229 -0.551 0.544 0.156 0.153
H 5.1162 -0.4279 -1.3486 0.109 -0.444 0.223 0.069
H 4.9760 0.6135 0.0079 -0.102 -0.002 0.396 0.077
H 5.6770 -1.0360 0.2536 -0.035 0.156 -0.116 0.088
H 7.3105 2.0842 -1.7203 -0.413 -0.610 -0.221 0.116
C 1.5309 -2.7390 4.1886 0.307 0.275 -1.414 -0.024
C 0.6031 -2.2081 3.0945 -1.650 0.556 1.148 -0.423
C -0.2888 -3.2964 2.5570 0.867 -0.422 -0.673 -0.050
O -0.3403 -1.2900 3.7465 0.601 0.909 -0.621 -0.133
H 0.8858 -2.8488 5.0599 0.561 -0.178 0.288 0.079
H 2.3689 -2.0433 4.3060 -0.281 -0.123 0.548 0.089
H 1.9434 -3.6975 3.8543 -0.041 0.032 0.333 0.079
H 1.0762 -1.6182 2.2892 -0.016 -0.354 0.412 0.141
H 0.4034 -4.0260 2.1201 -0.590 -0.173 -0.489 0.081
H -1.0419 -2.9041 1.8692 0.323 -0.148 -0.237 0.072
H -0.8229 -3.7950 3.3525 -0.009 -0.113 0.453 0.062
H -0.6395 -1.6653 4.5876 -0.092 -0.279 0.172 0.037
C 1.2073 4.8632 -0.5923 0.024 -0.973 -0.174 -0.031
C 2.5300 4.4290 -1.1987 1.517 -0.112 0.704 -0.446
C 3.5239 3.8589 -0.1428 -0.112 1.254 -0.542 -0.034
O 2.3432 3.4186 -2.1731 -1.922 -0.067 0.025 -0.076
H 0.6850 3.9799 -0.1809 0.395 0.281 0.220 0.075
H 0.5079 5.2281 -1.3346 0.030 0.486 -0.214 0.072
H 1.4022 5.5982 0.1909 -0.233 -0.053 -0.096 0.091
H 3.0536 5.2636 -1.6945 -0.369 0.107 0.198 0.141
H 3.1246 2.9791 0.3301 -0.370 -0.186 0.499 0.057
H 3.8225 4.6611 0.5611 -0.291 -0.602 -0.073 0.092
H 4.4293 3.5391 -0.6516 0.226 0.009 -0.189 0.062
H 3.1525 3.1661 -2.5908 1.304 -0.344 -0.492 0.043

No. 2
68
Properties=species:S:1:pos:R:3:forces:R:3:mulliken_spin:R:1 method="wB97M-V/def2-TZVPD" gap_ev="7.79 / 4.63" spin_multiplicity=5 total_charge=+2 homo_energy_ev="-13.59 / -13.96" mol_weight_g_mol=1003.844 fmax_ev_per_a=4.29 e_above_lowest_kj_mol=44.5
Pd 1.9081 -1.6219 -0.4291 0.183 -0.689 -0.470 1.161
S 2.2067 0.3959 -1.9574 0.165 -0.388 -0.219 0.481
P 0.7132 1.1281 -0.8331 0.028 0.352 0.776 0.093
C 0.6487 -0.0336 0.5189 -0.447 0.114 -0.153 1.013
P 0.0583 -0.8258 1.9754 -0.640 0.244 -0.465 0.080
S 0.6462 -2.7583 1.5361 0.113 0.618 -0.120 0.648
C -1.7381 -0.8825 2.3374 -0.594 -1.506 0.153 0.038
C -2.3857 -2.1534 2.3128 1.293 -0.086 -0.346 0.011
C -3.7189 -2.2891 2.5916 -0.930 1.503 0.147 0.006
C -4.4698 -1.1614 2.9770 1.673 0.145 0.353 0.007
C -3.8350 0.0913 3.1047 0.262 -1.904 -0.460 0.001
C -2.4963 0.2101 2.7665 0.961 0.109 -0.738 -0.006
C 0.9195 -0.1763 3.3769 0.047 -0.663 0.835 -0.049
C 1.8902 0.8273 3.2702 -0.958 -0.908 0.680 0.050
C 2.5496 1.2271 4.4150 0.791 0.706 0.118 0.001
C 2.3475 0.5867 5.6242 -0.418 0.636 -0.758 0.001
C 1.3542 -0.3856 5.6960 1.002 -0.376 0.895 0.008
C 0.6436 -0.8391 4.6128 1.705 2.751 -1.345 0.013
C -0.8384 1.0937 -1.7365 0.729 0.462 -1.391 0.039
C -0.8560 0.9832 -3.1725 -1.582 -0.038 2.852 0.017
C -2.0757 0.9741 -3.7618 -1.845 0.336 -1.280 0.005
C -3.2691 1.1895 -3.0356 0.083 -0.391 -0.229 0.004
C -3.2444 1.3726 -1.6746 -0.359 0.419 1.794 0.002
C -1.9906 1.3545 -1.0325 -0.478 -0.496 0.457 -0.017
C 1.1501 2.8274 -0.3160 -1.308 -2.066 0.741 -0.008
C 1.7551 3.6235 -1.2304 1.793 0.847 -1.445 0.028
C 2.1004 4.9210 -0.8740 -0.782 -0.079 1.389 0.012
C 1.6805 5.3870 0.3904 0.507 -0.130 -1.633 0.001
C 0.8938 4.6163 1.2346 1.365 0.986 0.936 0.004
C 0.7506 3.2949 0.9291 -0.950 -0.009 -0.212 -0.001
H -1.8359 -3.0815 2.1034 -0.118 0.612 -0.094 -0.019
H -4.2229 -3.2250 2.4899 -0.026 -0.562 0.131 0.000
H -5.4629 -1.3080 3.3351 -0.693 0.123 -0.122 0.000
H -4.3674 0.8975 3.5117 -0.603 1.108 0.291 0.000
H -1.9529 1.1430 2.7482 -0.358 0.498 0.441 -0.004
H 2.0699 1.2726 2.3255 0.215 0.530 -0.708 0.021
H 3.2318 2.0769 4.3877 -0.001 -0.302 -0.185 0.001
H 2.9271 0.9346 6.4795 -0.359 -0.388 -0.041 0.000
H 1.2899 -0.8287 6.6591 -0.647 -0.593 0.607 0.000
H -0.0815 -1.5760 4.6604 -1.277 -1.382 0.297 0.002
H -0.0436 0.9056 -3.7921 2.254 -0.346 -0.916 -0.008
H -2.1807 0.8512 -4.8630 0.269 0.116 0.946 0.000
H -4.2148 1.1734 -3.5582 -0.017 0.046 -0.066 0.000
H -4.1579 1.5374 -1.0060 1.274 -0.245 -1.419 0.000
H -1.8972 1.4450 0.0568 -0.354 0.101 -0.356 -0.008
H 2.1657 3.2126 -2.1642 -0.501 0.168 0.275 -0.009
H 2.6983 5.5764 -1.4857 0.039 -0.127 -0.242 0.000
H 2.0910 6.3405 0.6300 -0.348 0.720 0.596 0.000
H 0.6298 4.9964 2.2305 -0.077 -0.161 -0.570 0.000
H 0.2480 2.7102 1.6695 -0.236 -0.758 0.086 0.008
I 4.2751 -0.8746 0.9681 -0.046 -0.258 0.044 0.144
C 5.2526 -1.7115 -0.7441 1.034 -0.106 1.074 -0.014
I 4.1321 -3.1937 -1.6766 -0.422 -0.239 -0.098 0.088
H 6.2380 -2.1137 -0.4268 -0.773 0.340 -0.251 0.004
H 5.3429 -0.8710 -1.3908 0.230 0.377 -0.608 0.004
Se -1.4441 -2.4618 -0.9547 0.871 0.236 0.911 0.018
N 0.2369 -2.4564 -1.7249 -0.955 0.430 1.376 0.122
C 0.0111 -2.6946 -2.9799 -0.381 -0.114 -1.968 -0.004
C 0.9692 -2.7901 -4.0231 3.412 0.250 -0.211 0.003
C 0.6991 -3.1161 -5.3078 -0.979 -0.241 -0.086 -0.005
C -0.6969 -3.3316 -5.7303 1.800 -0.818 -1.220 0.005
C -1.6142 -3.4224 -4.7954 -1.793 1.788 3.462 -0.001
C -1.3582 -2.9306 -3.4041 -0.125 -1.081 0.158 0.013
N -2.2630 -2.8310 -2.4189 0.484 -0.355 -2.172 -0.006
H 2.0774 -2.6260 -3.7994 -1.730 -0.280 -0.008 -0.002
H 1.5391 -3.3589 -5.9715 -0.551 0.538 0.067 0.000
H -0.9780 -3.5827 -6.7628 0.493 0.089 0.474 0.000
H -2.6512 -3.6647 -4.8911 -0.415 -0.218 -0.756 0.000